# 1
ORCA calculation (the ωB97M-V functional and the def2-TZVPD basis) on C6H10N2OS in the gas phase.

## Properties
Gap between HOMO and LUMO, eV: 9.9
2S+1: 1
E_HOMO, eV: -9.2
Energy relative to the best compared isomer or geometry (same formula, charge and spin), kJ/mol: 273.6

Element x y z (Å)
1 C -3.00 -1.09 0.20
2 C -0.55 -1.34 -0.36
3 C 0.83 -0.86 -0.04
4 C -1.66 -0.62 0.42
5 C 1.02 0.65 -0.45
6 C 2.45 1.05 -0.07
7 N -4.05 -1.48 -0.07
8 N 0.01 1.47 0.13
9 O -2.47 1.99 0.39
10 S -1.59 1.15 -0.38
11 H -0.87 -1.29 -1.40
12 H -0.53 -2.47 -0.11
13 H 0.90 -0.84 1.13
14 H 1.52 -1.58 -0.51
15 H -1.39 -0.42 1.40
16 H 0.78 0.62 -1.46
17 H 2.71 1.22 1.04
18 H 2.67 1.90 -0.63
19 H 3.02 0.16 -0.26
20 H 0.20 1.77 1.02

# 2
ORCA calculation (the ωB97M-V functional and the def2-TZVPD basis) on 2 unconnected molecules or ions with the total composition C6H10N4.

## Properties
Gap between HOMO and LUMO (spin up / spin down), eV: 8.1 / 8.1
2S+1: 1
E_HOMO (spin up / spin down), eV: -8.2 / -8.5
Energy relative to the best compared isomer or geometry (same formula, charge and spin), kJ/mol: 491.1

Element x y z (Å)
1 C -2.04 1.01 0.37
2 C 0.94 1.67 -0.50
3 C -2.50 -1.39 -0.19
4 C 2.42 0.55 1.18
5 C -1.72 -0.14 -0.36
6 C 1.00 0.64 0.56
7 N -2.07 1.95 1.07
8 N 1.15 2.34 -1.40
9 N 1.05 -1.17 -0.95
10 N 0.46 -0.57 0.12
11 H -1.83 -2.30 -0.55
12 H -3.37 -1.20 -0.69
13 H -2.72 -1.39 0.93
14 H 3.06 0.48 0.26
15 H 2.39 -0.45 1.54
16 H 2.67 1.46 1.80
17 H -1.45 0.18 -1.42
18 H 0.20 1.06 1.22
19 H 1.63 -0.67 -1.64
20 H 0.73 -2.06 -1.34

# 3
ORCA calculation (the ωB97M-V functional and the def2-TZVPD basis) on a molecular structure, C37H27CdCl3IN2O4P.

## Properties
Gap between HOMO and LUMO, eV: 7.2
2S+1: 1
E_HOMO, eV: -7.3
Energy relative to the best compared isomer or geometry (same formula, charge and spin), kJ/mol: 0.0

Element x y z (Å)
1 Cd 0.00 -1.53 0.04
2 Cl -4.43 0.24 2.10
3 C -4.22 -0.62 0.62
4 C -5.34 -0.76 -0.23
5 C -5.28 -1.58 -1.34
6 Cl -6.67 -1.77 -2.34
7 C -4.04 -2.16 -1.74
8 C -3.95 -3.04 -2.83
9 C -2.70 -3.53 -3.09
10 C -1.58 -3.09 -2.39
11 N -1.69 -2.25 -1.35
12 C -2.89 -1.83 -0.99
13 C -2.95 -1.10 0.30
14 O -1.88 -0.83 0.99
15 H -6.28 -0.31 0.11
16 H -4.83 -3.40 -3.37
17 H -2.64 -4.36 -3.77
18 H -0.60 -3.46 -2.60
19 Cl 3.84 -4.89 -4.74
20 C 3.06 -4.54 -3.20
21 C 2.83 -5.55 -2.34
22 C 2.07 -5.20 -1.18
23 I 1.61 -6.63 0.28
24 C 1.57 -3.87 -0.87
25 O 0.75 -3.56 0.09
26 C 2.07 -2.85 -1.81
27 N 1.71 -1.56 -1.56
28 C 2.17 -0.57 -2.23
29 C 3.02 -0.79 -3.35
30 C 3.30 -2.10 -3.70
31 C 2.81 -3.17 -2.96
32 H 3.05 -6.56 -2.54
33 H 1.90 0.47 -1.92
34 H 3.39 0.07 -3.88
35 H 3.87 -2.32 -4.61
36 O 0.77 0.62 0.40
37 P 0.38 1.92 1.05
38 C 1.92 2.82 1.30
39 C 3.08 2.35 0.65
40 C 4.25 3.16 0.70
41 C 4.26 4.33 1.40
42 C 3.16 4.72 2.15
43 C 1.98 4.01 2.03
44 C -0.71 2.88 -0.09
45 C -2.00 2.37 -0.23
46 C -2.86 3.04 -1.16
47 C -2.51 4.22 -1.76
48 C -1.21 4.74 -1.54
49 C -0.28 3.99 -0.77
50 C -0.44 1.88 2.63
51 C -1.37 2.85 3.07
52 C -2.18 2.59 4.15
53 C -2.13 1.41 4.88
54 C -1.28 0.42 4.38
55 C -0.39 0.66 3.31
56 H 3.11 1.39 0.15
57 H 5.23 2.81 0.26
58 H 5.17 4.94 1.49
59 H 3.24 5.60 2.83
60 H 1.11 4.49 2.50
61 H -2.29 1.47 0.32
62 H -3.84 2.64 -1.36
63 H -3.18 4.79 -2.42
64 H -0.86 5.63 -2.01
65 H 0.70 4.45 -0.75
66 H -1.60 3.79 2.49
67 H -2.82 3.37 4.51
68 H -2.74 1.19 5.73
69 H -1.21 -0.52 4.89
70 H 0.28 -0.12 2.96
71 C 3.01 -1.83 2.50
72 O 1.61 -2.11 2.50
73 H 3.41 -1.63 1.48
74 H 3.60 -2.65 2.88
75 H 3.12 -0.86 3.07
76 H 1.45 -2.82 1.86

# 4
ORCA calculation (the ωB97M-V functional and the def2-TZVPD basis) on a molecular structure, C9H18Cl2CuGaO.

## Properties
⟨S²⟩: 0.76
Gap between HOMO and LUMO (spin up / spin down), eV: 6.2 / 6.0
2S+1: 2
E_HOMO (spin up / spin down), eV: -11.5 / -11.5
Net charge: +1

Element x y z (Å)
1 C 2.88 2.31 -0.23
2 C 1.57 2.11 -0.66
3 Ga 0.38 0.46 -0.38
4 C -1.09 1.09 0.96
5 C -2.20 -0.01 1.16
6 O -2.42 -0.82 0.02
7 C -3.26 -0.19 -0.93
8 C -4.78 -0.13 -0.47
9 C 1.27 -1.20 0.44
10 Cl 1.00 -1.37 2.27
11 C 2.79 -1.44 0.16
12 C 3.27 -1.15 -1.28
13 Cl 3.85 -0.65 1.46
14 H 3.63 2.53 -1.01
15 H 3.21 2.28 0.82
16 H 1.14 2.94 -1.27
17 H -0.34 0.06 -1.75
18 H -0.66 1.29 1.96
19 H -1.53 2.04 0.59
20 H -1.83 -0.69 1.95
21 H -3.11 0.52 1.52
22 H -2.90 0.82 -1.24
23 H -3.24 -0.82 -1.85
24 H -5.12 0.91 -0.69
25 H -5.36 -0.88 -1.02
26 H -4.86 -0.24 0.63
27 H 0.75 -2.09 0.01
28 H 2.95 -2.53 0.32
29 H 2.77 -1.89 -1.94
30 H 3.03 -0.14 -1.66
31 H 4.37 -1.34 -1.35
32 Cu 3.85 -1.79 3.44

# 5
ORCA calculation (the ωB97M-V functional and the def2-TZVPD basis) on a molecular structure, C31H42CdGeN4O2S5.

## Properties
Gap between HOMO and LUMO, eV: 7.6
2S+1: 1
E_HOMO, eV: -7.3
Energy relative to the best compared isomer or geometry (same formula, charge and spin), kJ/mol: 8.3

Element x y z (Å)
1 Cd -1.12 0.49 -0.71
2 S -4.06 -1.57 2.27
3 C -2.48 -2.01 2.73
4 C -1.54 -1.46 1.91
5 C -2.08 -0.66 0.85
6 C -3.44 -0.64 0.93
7 C -4.35 0.11 0.05
8 C -5.70 0.30 0.34
9 C -6.47 1.06 -0.52
10 C -5.89 1.62 -1.65
11 C -4.54 1.38 -1.86
12 N -3.80 0.64 -1.05
13 H -2.32 -2.64 3.59
14 H -0.49 -1.63 2.06
15 H -6.14 -0.13 1.23
16 H -7.53 1.21 -0.31
17 H -6.46 2.23 -2.34
18 H -4.02 1.81 -2.71
19 O -1.75 -0.88 -2.70
20 C -1.24 -2.06 -3.32
21 C -1.82 -3.33 -2.71
22 C -1.47 -3.54 -1.23
23 C -0.01 -3.87 -1.03
24 C 0.41 -5.20 -0.96
25 C 1.76 -5.47 -0.83
26 C 2.66 -4.41 -0.77
27 C 2.14 -3.13 -0.83
28 N 0.85 -2.85 -0.95
29 H -2.71 -0.92 -2.64
30 H -0.16 -2.02 -3.18
31 H -1.46 -2.03 -4.39
32 H -1.47 -4.18 -3.30
33 H -2.91 -3.31 -2.81
34 H -2.08 -4.35 -0.83
35 H -1.71 -2.64 -0.66
36 H -0.31 -6.00 -1.02
37 H 2.11 -6.49 -0.77
38 H 3.72 -4.57 -0.67
39 H 2.81 -2.27 -0.78
40 O 2.61 4.23 -5.35
41 C 2.02 3.59 -4.53
42 S 0.51 4.10 -3.76
43 C 0.30 2.71 -2.70
44 C 1.26 1.77 -2.78
45 S 1.30 0.28 -1.85
46 S 2.57 2.02 -3.92
47 S -1.11 2.78 -1.68
48 C -2.95 4.41 0.95
49 N -2.85 3.10 1.58
50 C -3.97 2.63 2.38
51 C -1.66 2.56 1.74
52 N -0.60 2.11 1.85
53 H -3.86 4.45 0.34
54 H -2.09 4.56 0.29
55 H -2.98 5.21 1.69
56 H -4.87 2.60 1.76
57 H -4.15 3.28 3.24
58 H -3.76 1.62 2.73
59 C 2.21 -2.93 2.96
60 C 2.48 -1.53 3.49
61 C 2.98 -0.56 2.42
62 C 1.90 -0.19 1.40
63 Ge 2.43 1.06 -0.01
64 C 4.33 1.01 -0.52
65 C 5.30 1.42 0.59
66 C 4.95 2.75 1.26
67 C 4.90 3.93 0.29
68 H 1.87 -3.60 3.76
69 H 3.12 -3.36 2.53
70 H 1.45 -2.95 2.18
71 H 3.22 -1.59 4.29
72 H 1.57 -1.12 3.94
73 H 3.84 -1.01 1.92
74 H 3.35 0.35 2.91
75 H 1.04 0.26 1.89
76 H 1.54 -1.08 0.88
77 H 1.89 2.48 0.14
78 H 4.43 1.66 -1.38
79 H 4.56 0.00 -0.87
80 H 6.31 1.50 0.17
81 H 5.35 0.64 1.35
82 H 5.69 2.95 2.04
83 H 3.99 2.66 1.78
84 H 5.84 4.02 -0.25
85 H 4.72 4.86 0.82
86 H 4.10 3.81 -0.44

Which of these has the highest 2S+1? C9H18Cl2CuGaO